Record 1
A molecular structure, C36H48AsBaN7O4S4, computed with ωB97M-V/def2-TZVPD.

Calculated values
E_LUMO (eV): 0.13
Relative energy (zero: lowest compared OMol25 entry of this formula, charge and spin) (kcal per mole): 0.00
M (g mol⁻¹): 983.3

Geometry as ORCA input:
```
! wB97M-V def2-TZVPD RIJCOSX def2/J DEFGRID3
* xyz 0 1
Ba 0.98451 0.68415 -0.26240
C -5.61830 4.04699 -2.52018
C -4.28605 3.30288 -2.41096
C -4.58361 1.84082 -2.05007
C -3.58892 3.35799 -3.77666
C -3.36241 3.91392 -1.35540
C -3.66089 5.12175 -0.70790
C -2.83971 5.65421 0.26972
C -1.68676 4.96532 0.61341
S -0.51217 5.30173 1.84084
C 0.33832 3.82343 1.42703
N -0.18579 3.16934 0.43216
C -1.34831 3.77272 -0.03403
C -2.18765 3.25509 -1.01730
C 1.53682 3.40516 2.17772
C 2.00469 4.23418 3.20619
C 3.13341 3.88157 3.92120
C 3.79178 2.69929 3.59831
C 3.30211 1.88767 2.58159
C 2.15605 2.18827 1.82608
H -6.25292 3.54296 -3.25101
H -5.48315 5.07662 -2.85684
H -6.15029 4.05897 -1.56699
H -5.25304 1.40318 -2.79423
H -5.06683 1.77153 -1.07333
H -3.68246 1.22691 -2.01572
H -4.23077 2.91655 -4.54365
H -2.64915 2.80700 -3.76561
H -3.37445 4.39072 -4.06068
H -4.56527 5.65675 -0.95711
H -3.10601 6.57942 0.76393
H -1.92554 2.31202 -1.48209
H 1.49557 5.15981 3.45629
H 3.49965 4.52115 4.71430
H 4.68507 2.41407 4.14489
H 3.83801 0.96053 2.38514
O -4.37558 -2.30818 -0.52130
C -4.14732 -2.12081 0.78775
C -5.10859 -2.58523 1.68821
C -4.95854 -2.37859 3.04491
C -3.84511 -1.70307 3.53809
C -2.87610 -1.27410 2.65149
C -2.99085 -1.48915 1.27898
C -1.90535 -0.99033 0.38981
O -0.75874 -0.73004 0.88306
N -2.24865 -0.81825 -0.87266
N -1.30424 -0.10211 -1.59400
C -1.37798 -0.22020 -2.86207
S -0.45276 0.85769 -3.88946
C -0.39997 -0.35249 -5.23267
C -1.80091 -0.93355 -5.34846
S -2.38582 -1.39241 -3.68772
H -3.68363 -1.79362 -1.00929
H -5.97864 -3.08794 1.28689
H -5.72378 -2.73174 3.72495
H -3.74563 -1.50938 4.59831
H -1.99995 -0.74098 3.00001
H 0.35232 -1.09887 -4.98066
H -0.11250 0.16724 -6.14579
H -1.80153 -1.83849 -5.95529
H -2.48973 -0.20996 -5.78303
N 3.66769 0.33540 -1.47156
C 3.81197 -1.10338 -1.72442
C 5.18051 -1.43570 -2.34748
C 5.45163 -2.87200 -2.80534
C 5.39701 -3.93298 -1.71161
N 4.00598 -4.16395 -1.34888
C 3.53780 -4.23582 -0.11860
N 4.30962 -4.53947 0.93593
N 2.22463 -4.03371 0.06642
C 2.64481 -1.51102 -2.66648
O 2.31101 -0.67220 -3.50807
O 2.13141 -2.65862 -2.48985
H 3.57692 0.77850 -2.38356
H 4.47748 0.72114 -0.99761
H 3.69498 -1.62520 -0.76950
H 5.95215 -1.13744 -1.62828
H 5.29424 -0.78682 -3.22041
H 6.44749 -2.89958 -3.25091
H 4.74717 -3.15145 -3.59495
H 5.96568 -3.58094 -0.84385
H 5.85511 -4.86168 -2.05863
H 3.30398 -3.72416 -1.98777
H 5.30281 -4.61090 0.80940
H 3.97789 -4.24202 1.84432
H 1.75554 -3.57491 -0.71057
H 1.96099 -3.73547 0.99684
C 0.84595 -0.12426 4.34317
As 1.41231 -1.94636 4.15033
C 1.84983 -2.55914 5.92500
C -0.09844 -2.99298 3.59182
S 3.03168 -2.12800 2.82497
H 0.03238 -0.06677 5.06701
H 0.51600 0.24051 3.37235
H 1.69309 0.47791 4.66532
H 0.97316 -2.47712 6.56666
H 2.65742 -1.94326 6.31548
H 2.17937 -3.59460 5.87286
H -0.92664 -2.88112 4.29063
H 0.20599 -4.03763 3.54304
H -0.40453 -2.63293 2.61010
*
```

---

Record 2
13 unconnected molecules or ions with the total composition C36H48Br2Cl2N13O2 at a distorted geometry, computed with ωB97M-V/def2-TZVPD.

Calculated values
E_LUMO (eV): -5.05
M (g mol⁻¹): 925.6

Geometry as ORCA input:
```
! wB97M-V def2-TZVPD RIJCOSX def2/J DEFGRID3
* xyz 1 1
C -3.74436 3.93453 -1.22397
C -3.31762 2.47415 -1.26140
Cl -1.78483 2.08849 -2.00389
C -4.10675 1.53707 -0.72740
Cl -5.64482 2.02388 -0.04122
C -3.67723 0.10369 -0.72432
C -4.24636 -0.68931 -1.68713
N -3.93163 -1.97966 -1.81775
C -3.05944 -2.54581 -0.98722
C -2.43874 -1.83044 0.01465
C -2.73084 -0.45390 0.17891
C -2.07139 0.44146 1.22726
O -1.72783 1.52773 0.86730
O -1.82138 0.06809 2.52337
C -2.97937 0.19022 3.35718
Br -3.93756 1.89058 3.13630
C -2.47814 0.13620 4.82970
C -1.70634 -1.16139 5.15971
Br -3.93225 0.32449 6.12309
H -4.68549 4.11740 -1.75169
H -2.93166 4.55906 -1.62052
H -3.88368 4.19725 -0.16331
H -4.95673 -0.30141 -2.41722
H -4.35462 -2.52645 -2.55930
H -2.80570 -3.59714 -1.11969
H -1.71288 -2.32300 0.65958
H -3.70929 -0.61374 3.18026
H -1.80884 0.99344 4.97487
H -0.85277 -0.85958 5.78536
H -2.28911 -1.85286 5.78061
H -1.29714 -1.66661 4.27627
C 1.59436 -3.54895 1.36530
C 0.94631 -3.73399 2.66276
N 0.40425 -3.87279 3.66608
H 2.06089 -2.56736 1.31290
H 2.35557 -4.30878 1.21735
H 0.84992 -3.63384 0.57337
C 0.28094 3.42518 3.07624
C 0.26046 2.48436 4.20167
N 0.24225 1.74636 5.08371
H 0.16262 4.44268 3.44440
H 1.22844 3.34551 2.54632
H -0.53307 3.19559 2.39002
C -6.86072 6.09673 0.03256
C -6.15434 6.18637 -1.24979
N -5.61045 6.26709 -2.25856
H -7.66326 6.83477 0.06512
H -7.28683 5.09996 0.15060
H -6.16767 6.28802 0.85081
C 5.68306 -5.35862 -0.28546
C 5.18161 -4.37449 0.68151
N 4.79139 -3.60205 1.43930
H 5.07951 -5.33339 -1.18730
H 6.71470 -5.13094 -0.54233
H 5.63553 -6.35669 0.14708
C -1.04703 -4.14586 -4.38971
C -0.07551 -4.30924 -3.30107
N 0.68337 -4.44640 -2.45040
H -2.05207 -4.05000 -3.98199
H -0.81069 -3.25306 -4.96600
H -1.01215 -5.01260 -5.04684
C -0.99365 6.67650 -4.01980
C -1.58139 6.54543 -2.68226
N -2.04770 6.44401 -1.63629
H -0.48311 7.63377 -4.10573
H -0.27782 5.87406 -4.18891
H -1.77737 6.62143 -4.77322
C 5.27914 -1.53630 4.12811
C 6.22345 -1.69585 5.24041
N 6.96357 -1.82036 6.11097
H 4.26072 -1.49283 4.51125
H 5.49600 -0.61572 3.58878
H 5.36554 -2.37727 3.44426
C -10.65850 7.92648 2.32536
C -9.65495 8.30656 1.32475
N -8.87006 8.60523 0.53939
H -11.64605 8.24304 1.99540
H -10.65600 6.84597 2.45804
H -10.43012 8.40379 3.27644
C 7.79665 -3.78522 -3.86393
C 6.79852 -4.81029 -3.53563
N 6.01713 -5.61399 -3.27752
H 8.38852 -4.10473 -4.71755
H 7.29655 -2.84890 -4.10729
H 8.45676 -3.62619 -3.01640
C 11.26910 -6.70991 -3.27951
C 10.99676 -5.27328 -3.40294
N 10.78319 -4.14754 -3.50062
H 12.02104 -6.87757 -2.51075
H 10.35610 -7.23649 -3.00706
H 11.63566 -7.09808 -4.22790
C 12.22511 -1.43328 -2.72598
C 12.86188 -0.16376 -3.09985
N 13.35849 0.83032 -3.39362
H 11.68014 -1.31178 -1.79139
H 11.53252 -1.74372 -3.50281
H 12.98244 -2.20385 -2.59806
C -9.02693 -0.06940 0.85227
C -9.24278 1.37591 0.72128
N -9.40719 2.50895 0.61930
H -8.24933 -0.26049 1.59005
H -9.94813 -0.55277 1.17203
H -8.72075 -0.48466 -0.10629
*
```

---

| no. | highest occupied orbital energy (hartree) |
| --- | --- |
| 1 | -0.265 |
| 2 | -0.434 |